Here is a single C3H5NOS2 molecule in a non-equilibrium geometry from OMol25. Energies are from ωB97M-V/def2-TZVPD.

```
12
Properties=species:S:1:pos:R:3:lowdin_charge:R:1
O 0.93 0.71 -1.63 -0.035
C 0.06 0.19 -0.93 -0.769
S -0.35 -1.63 -1.14 0.908
C -1.32 -1.48 0.44 -0.451
C -0.46 -0.53 1.25 -0.329
N -0.34 0.66 0.30 -0.405
S 0.83 1.89 1.16 0.692
H -1.65 -2.26 1.03 0.046
H -2.30 -1.07 0.01 0.101
H 0.56 -0.84 1.51 0.074
H -1.05 0.07 2.08 0.144
H 1.91 0.69 1.44 0.024
```

## Properties
Gap between HOMO and LUMO: 0.348 hartree
Energy relative to the best compared isomer or geometry (same formula, charge and spin): 59.40 kcal/mol
HOMO: -9.59 eV

=====

Here is a gas-phase ion, C3N2O3 (charge -2) in a non-equilibrium geometry from OMol25. Energies are from ωB97M-V/def2-TZVPD.

```
8
Properties=species:S:1:pos:R:3:lowdin_charge:R:1
N 0.01 -2.44 1.90 0.028
C 0.05 -1.52 1.21 -0.351
C -0.01 -0.34 0.43 -0.469
O -0.10 0.34 1.78 -0.305
N 0.20 -0.05 -0.75 0.134
C -0.03 1.26 -1.40 -0.760
O -1.08 1.18 -2.13 -0.152
O 0.83 2.17 -1.29 -0.126
```

## Properties
Gap between HOMO and LUMO: 0.270 hartree
Total charge: -2
Energy relative to the best compared isomer or geometry (same formula, charge and spin): 44.72 kcal/mol
HOMO: -0.12 eV

=====

Here is a molecular structure, C40H42F5I2N2O2S2SbSr in a non-equilibrium geometry from OMol25. Energies are from ωB97M-V/def2-TZVPD.

```
97
Properties=species:S:1:pos:R:3:lowdin_charge:R:1
Sr -0.56 -0.66 0.38 1.156
I -4.09 -7.59 -0.62 0.848
C -2.96 -5.87 -0.77 -0.783
C -3.02 -5.09 -1.92 -0.245
C -2.28 -3.93 -2.00 -0.655
I -2.44 -2.78 -3.71 0.937
C -1.46 -3.48 -0.95 -0.494
O -0.82 -2.37 -1.01 -0.374
C -1.42 -4.29 0.21 -0.161
C -0.56 -3.92 1.40 -0.137
N -0.90 -2.62 2.02 -0.159
C -2.25 -2.54 2.58 -0.151
C -3.33 -2.30 1.53 -0.265
C -4.45 -3.11 1.46 -0.013
C -5.41 -2.85 0.50 -0.042
C -5.23 -1.78 -0.36 -0.047
C -4.08 -1.02 -0.22 -0.129
N -3.15 -1.26 0.70 0.044
C -2.15 -5.47 0.28 -0.136
H -3.65 -5.39 -2.75 0.074
H -0.65 -4.72 2.15 0.121
H 0.48 -3.86 1.08 0.115
H -0.24 -2.43 2.77 0.085
H -2.50 -3.44 3.15 0.125
H -2.27 -1.69 3.28 0.096
H -4.54 -3.95 2.13 0.119
H -6.28 -3.49 0.42 0.113
H -5.94 -1.55 -1.14 0.109
H -3.89 -0.19 -0.88 0.085
H -2.10 -6.07 1.18 0.096
F 2.25 5.79 3.35 0.114
C 1.67 4.59 3.30 -0.145
C 1.74 3.82 2.15 -0.161
F 2.39 4.28 1.08 0.111
C 1.12 2.58 2.13 -0.263
F 1.22 1.91 0.96 -0.001
C 0.42 2.04 3.21 -0.550
S -0.35 0.44 3.15 0.508
C 0.37 2.85 4.34 -0.251
F -0.27 2.44 5.43 0.083
C 0.98 4.10 4.39 -0.148
F 0.90 4.83 5.51 0.120
C -2.33 3.30 -4.46 -0.145
C -2.78 2.41 -3.30 -0.572
C -3.44 1.15 -3.85 -0.177
Sb -1.26 1.94 -1.86 1.508
C -1.38 3.70 -0.64 -0.591
C -1.48 5.01 -1.40 -0.142
C -2.54 3.54 0.34 -0.156
C 0.48 2.35 -3.03 -0.591
C 1.73 2.54 -2.19 -0.144
C 0.67 1.19 -4.01 -0.153
H -3.19 3.58 -5.07 0.080
H -1.64 2.77 -5.12 0.067
H -1.85 4.22 -4.14 0.055
H -3.52 2.96 -2.71 0.078
H -2.73 0.57 -4.45 0.048
H -4.28 1.40 -4.50 0.079
H -3.80 0.47 -3.08 0.030
H -0.44 3.69 -0.07 0.063
H -2.41 5.09 -1.97 0.067
H -0.65 5.15 -2.10 0.067
H -1.46 5.85 -0.71 0.079
H -3.50 3.52 -0.18 0.069
H -2.58 4.38 1.04 0.080
H -2.47 2.63 0.93 0.058
H 0.28 3.27 -3.59 0.076
H 1.96 1.64 -1.61 0.059
H 1.64 3.36 -1.48 0.060
H 2.58 2.74 -2.83 0.082
H 0.83 0.25 -3.48 0.074
H 1.55 1.36 -4.64 0.079
H -0.18 1.05 -4.67 0.055
O 1.80 -0.86 0.41 -0.692
S 2.76 -0.50 1.55 1.027
C 4.10 0.31 0.73 -0.375
C 4.77 1.30 1.43 -0.076
C 5.81 1.97 0.81 -0.066
C 6.15 1.66 -0.49 -0.069
C 5.46 0.68 -1.19 -0.063
C 4.42 -0.01 -0.58 -0.061
C 3.48 -2.06 1.99 -0.370
C 3.36 -3.15 1.15 -0.068
C 3.93 -4.35 1.55 -0.063
C 4.61 -4.44 2.76 -0.074
C 4.71 -3.33 3.59 -0.069
C 4.13 -2.13 3.21 -0.072
H 4.46 1.55 2.44 0.113
H 6.33 2.76 1.34 0.109
H 6.95 2.20 -0.98 0.106
H 5.72 0.46 -2.21 0.109
H 3.86 -0.76 -1.11 0.115
H 2.81 -3.07 0.22 0.111
H 3.85 -5.22 0.91 0.110
H 5.05 -5.38 3.06 0.106
H 5.22 -3.41 4.54 0.108
H 4.18 -1.26 3.86 0.113
```

## Properties
Gap between HOMO and LUMO: 0.271 hartree
Energy relative to the best compared isomer or geometry (same formula, charge and spin): 2.22 kcal/mol
HOMO: -7.31 eV

=====

Copy entry 2 word for word.
Here is a gas-phase ion, C3N2O3 (charge -2) in a non-equilibrium geometry from OMol25. Energies are from ωB97M-V/def2-TZVPD.

```
8
Properties=species:S:1:pos:R:3:lowdin_charge:R:1
N 0.01 -2.44 1.90 0.028
C 0.05 -1.52 1.21 -0.351
C -0.01 -0.34 0.43 -0.469
O -0.10 0.34 1.78 -0.305
N 0.20 -0.05 -0.75 0.134
C -0.03 1.26 -1.40 -0.760
O -1.08 1.18 -2.13 -0.152
O 0.83 2.17 -1.29 -0.126
```

## Properties
Gap between HOMO and LUMO: 0.270 hartree
Total charge: -2
Energy relative to the best compared isomer or geometry (same formula, charge and spin): 44.72 kcal/mol
HOMO: -0.12 eV